The following is a quantum chemistry calculation of a structure of composition C8H24ClO8Y at a distorted geometry, from OMol25.

Element x y z (Å)
Y: -3.997 1.531 -1.389
Cl: -1.638 -1.001 0.661
O: -0.687 -1.887 0.099
O: -2.347 -0.301 -0.382
O: -2.491 -1.795 1.519
O: -0.989 -0.040 1.449
C: -1.469 4.259 0.097
C: -1.667 2.891 0.691
O: -2.987 2.451 0.477
H: -0.629 4.737 0.602
H: -2.316 4.936 -0.013
H: -0.990 4.210 -0.881
H: -1.299 3.053 1.704
H: -1.091 2.127 0.170
H: -3.340 2.838 1.281
C: 4.088 0.144 -0.935
C: 3.052 -0.879 -0.399
O: 2.409 -0.312 0.757
H: 4.435 -0.158 -1.923
H: 5.017 0.148 -0.364
H: 3.707 1.161 -0.841
H: 3.501 -1.799 -0.024
H: 2.310 -1.205 -1.128
H: 1.696 -0.935 0.915
C: 0.178 -5.217 1.974
C: 0.664 -4.108 2.870
O: -0.504 -3.380 3.252
H: -0.348 -5.995 2.528
H: 1.034 -5.766 1.582
H: -0.359 -4.912 1.076
H: 1.173 -3.348 2.277
H: 1.407 -4.433 3.599
H: -1.083 -3.156 2.519
C: 0.341 1.598 -2.308
C: -0.994 1.595 -3.033
O: -2.024 2.362 -2.393
H: 0.474 1.116 -1.339
H: 0.623 2.636 -2.135
H: 1.096 1.194 -2.983
H: -1.218 0.536 -2.902
H: -0.946 1.842 -4.093
H: -1.792 3.261 -2.634

Summary:
* total energy: -38601.3462 eV
* net charge: +2
* E_HOMO: -13.0 eV
* strongest force on any atom: 7.8 eV Å⁻¹
* HOMO-LUMO gap: 1.823 eV